Record 1
The following is a quantum chemistry calculation of an isolated molecule of C16H14N2O7 in a non-equilibrium geometry, from OMol25.

The geometry in XYZ format:
```
39
Properties=species:S:1:pos:R:3:lowdin_charge:R:1
C -0.95034 6.14082 -1.35873 -0.076
O 0.26456 5.75507 -0.75434 -0.075
C 0.39615 4.48127 -0.32452 -0.271
C 1.62470 4.14528 0.26712 0.036
C 1.86381 2.87910 0.73570 0.021
C 0.89540 1.86717 0.65114 -0.121
N 1.14691 0.58941 1.10681 0.154
C 2.25908 0.10587 1.72861 -0.412
O 3.23943 0.74189 2.03577 0.087
C 2.14923 -1.38174 2.05460 -0.055
O 1.05044 -2.01082 1.42130 -0.014
C 1.32893 -3.05035 0.59155 -0.419
O 2.45236 -3.44528 0.40121 0.117
C 0.11945 -3.62005 -0.02099 -0.131
C -1.14176 -3.04704 0.13423 -0.005
C -2.23946 -3.62266 -0.47023 -0.004
C -2.09975 -4.78023 -1.23271 -0.311
O -3.15336 -5.37390 -1.83774 0.069
C -0.83857 -5.35708 -1.38845 0.001
C 0.25661 -4.77852 -0.79026 0.000
C -0.33917 2.20746 0.06109 -0.075
N -1.41851 1.29088 -0.08909 -0.324
O -2.40102 1.65070 -0.70453 0.091
O -1.32687 0.17294 0.40786 0.051
C -0.57325 3.50249 -0.42027 0.063
H -1.15003 5.55721 -2.26218 0.099
H -1.79072 6.04053 -0.66553 0.099
H -0.82492 7.18847 -1.62532 0.095
H 2.37984 4.91082 0.34391 0.127
H 2.81278 2.63960 1.18556 0.106
H 0.38046 -0.07719 0.97580 0.112
H 3.08190 -1.87604 1.75454 0.137
H 2.03420 -1.48536 3.13956 0.149
H -1.26208 -2.14531 0.71128 0.095
H -3.21543 -3.17059 -0.35555 0.118
H -3.96297 -4.87794 -1.66123 0.112
H -0.74876 -6.25212 -1.98271 0.119
H 1.23958 -5.20931 -0.90321 0.123
H -1.53883 3.69456 -0.86006 0.112
```

Results
relative energy (zero: lowest compared OMol25 entry of this formula, charge and spin) = 0.0 kcal per mole
maximum force = 0.030 hartree/bohr
SMILES = COc1ccc(NC(=O)COC(=O)c2ccc(O)cc2)c([N+](=O)[O-])c1
Kohn-Sham gap = 7.702 eV

=====

Record 2
The following is a quantum chemistry calculation of a cluster of 2 separate species, C3H9NO3 in total in a non-equilibrium geometry, from OMol25.

The geometry in XYZ format:
```
16
Properties=species:S:1:pos:R:3:lowdin_charge:R:1
C -1.27128 -0.80646 0.91154 -0.091
C -0.54462 0.50951 0.73586 -0.173
N 0.86069 0.32254 0.19418 -0.142
O 1.45135 1.54529 -0.16211 0.007
C 1.73597 -0.65287 0.45943 -0.323
O 2.94133 -0.50875 0.32638 0.010
H -1.25897 -1.36482 -0.02450 0.075
H -2.30371 -0.60878 1.18420 0.080
H -0.80803 -1.41578 1.68357 0.069
H -1.06785 1.17136 0.04198 0.106
H -0.41340 1.04584 1.68257 0.122
H 2.41165 1.32123 -0.16246 0.101
H 1.27461 -1.59177 0.78022 0.137
O -1.19889 0.15800 -2.28807 -0.048
H -1.48875 0.33386 -3.18293 0.038
H -0.32009 0.54160 -2.17985 0.032
```

Results
relative energy (zero: lowest compared OMol25 entry of this formula, charge and spin) = 57.3 kcal per mole
maximum force = 0.029 hartree/bohr
SMILES = CCN(O)C=O.O
Kohn-Sham gap = 9.967 eV

=====

Record 3
The following is a quantum chemistry calculation of a cluster of 6 separate species, C16H38Cl6N4O4 in total, from OMol25.

The geometry in XYZ format:
```
68
Properties=species:S:1:pos:R:3:lowdin_charge:R:1
C -1.30960 2.72683 -4.63669 -0.116
O -2.27227 2.21208 -5.51946 -0.183
C -3.01919 3.21792 -6.15137 -0.239
C -3.74138 2.62108 -7.33645 -0.450
C -2.78845 2.25886 -8.45375 -0.067
N -4.81207 3.48263 -7.88120 0.031
H -0.79051 1.88216 -4.19485 0.055
H -1.78643 3.31558 -3.83749 0.092
H -0.60311 3.38824 -5.15251 0.090
H -3.74318 3.66388 -5.44952 0.126
H -2.35827 4.03863 -6.48111 0.128
H -4.24173 1.70353 -7.00965 0.141
H -2.04083 1.54719 -8.10180 0.079
H -2.24722 3.15147 -8.78911 0.081
H -3.31696 1.82997 -9.30116 0.077
H -5.37877 3.85948 -7.12466 0.064
H -4.39450 4.31484 -8.29677 0.069
C 1.60389 1.76474 5.82705 -0.091
O 1.67237 1.00946 4.63277 -0.200
C 2.24717 1.71946 3.57587 -0.238
C 2.13189 0.91577 2.31516 -0.457
C 2.89379 -0.40045 2.43977 -0.055
N 2.70432 1.69894 1.21220 0.045
H 0.99829 1.20618 6.53921 0.086
H 1.14842 2.74234 5.64602 0.089
H 2.60125 1.89332 6.26486 0.092
H 1.75615 2.70204 3.45967 0.127
H 3.31444 1.94391 3.74088 0.138
H 1.08612 0.66456 2.10263 0.082
H 2.43399 -1.02613 3.20552 0.073
H 3.94010 -0.20040 2.66599 0.088
H 2.81846 -0.97102 1.50985 0.060
H 2.28638 2.62437 1.20595 0.068
H 2.47682 1.27014 0.32305 0.057
Cl -0.50769 -1.10292 0.83072 0.575
C -0.66020 -1.26286 -0.90866 -1.556
Cl 0.37559 -2.54792 -1.50782 0.559
Cl -0.26918 0.25639 -1.71141 0.541
H -1.69164 -1.48628 -1.14138 -0.057
Cl -4.49486 -1.60765 0.84946 0.538
C -5.24544 -0.88060 -0.55645 -1.538
Cl -6.86033 -1.55761 -0.85354 0.524
Cl -4.22825 -1.05599 -1.99801 0.544
H -5.38438 0.17482 -0.36982 0.012
C -0.28899 -1.42087 4.70710 -0.035
N -1.47556 -2.12197 5.15666 -0.200
C -1.74939 -3.40725 4.56399 -0.061
C -2.24489 -1.61273 6.14097 -0.348
O -2.05738 -0.55569 6.70888 0.009
H 0.60002 -2.02193 4.89503 0.100
H -0.24021 -0.47241 5.22660 0.066
H -0.39726 -1.20254 3.64150 0.052
H -0.97501 -4.12987 4.82740 0.091
H -2.69580 -3.78856 4.95443 0.083
H -1.86601 -3.30736 3.48362 0.082
H -3.08771 -2.27854 6.39932 0.131
C 5.46671 -1.52327 0.21937 -0.067
N 4.58999 -2.61891 0.48481 -0.215
C 3.88883 -3.19624 -0.64378 -0.072
C 4.64303 -3.26317 1.67825 -0.357
O 5.35610 -2.96521 2.60801 0.021
H 4.93355 -0.68208 -0.22996 0.087
H 6.29181 -1.80055 -0.45104 0.095
H 5.92645 -1.17941 1.14350 0.086
H 3.39134 -2.40323 -1.20080 0.063
H 4.58407 -3.72177 -1.30377 0.091
H 3.12819 -3.88169 -0.27329 0.075
H 3.97513 -4.14576 1.68121 0.135
```

Results
relative energy (zero: lowest compared OMol25 entry of this formula, charge and spin) = 0.0 kcal per mole
maximum force = 0.019 hartree/bohr
SMILES = COC[C@H](C)N.COC[C@H](C)N.ClC(Cl)Cl.ClC(Cl)Cl.CN(C)C=O.CN(C)C=O
Kohn-Sham gap = 9.574 eV

=====

Asked for M across the records above, the calculation gives 346.29, 107.11, 563.22 g mol⁻¹ in order.